[1]
Entry from OMol25: a 2-piece molecular cluster, C3H8O overall (ωB97M-V/def2-TZVPD).

Results
* relative energy (zero: lowest compared OMol25 entry of this formula, charge and spin): 33.43 kcal per mole
* net charge: 0
* HOMO level: -0.3685 Eh
* molar mass: 60.1 g/mol

```
12
Properties=species:S:1:pos:R:3:forces:R:3:mulliken_charge:R:1
C -0.620018 -1.309473 2.190614 -1.720 -1.364 -0.854 -0.811
C -0.029890 -0.848040 0.859453 0.999 0.806 -1.880 0.387
O 1.053823 -1.093593 0.342007 -1.908 0.031 1.456 -0.457
H -1.706818 -0.924652 2.086504 1.771 -0.651 1.090 0.252
H -0.630673 -2.439053 2.429335 -0.045 1.487 -1.185 0.262
H -0.043068 -0.991820 3.043421 -0.031 0.999 0.220 0.266
H -0.724924 -0.088193 0.259826 0.924 -1.313 1.159 0.099
C 0.511655 1.611047 -2.207841 1.094 -1.277 -2.714 -0.907
H 1.021708 2.474607 -2.681238 -1.000 0.265 1.249 0.290
H 1.347918 0.910043 -2.134372 -0.192 -0.462 -0.453 0.258
H 0.074922 1.467418 -1.270734 -0.607 1.400 1.772 0.121
H -0.254635 1.231710 -2.916975 0.715 0.078 0.140 0.241
```
Positions in Å, forces in eV/Å.


[2]
Entry from OMol25: C3H8O as an isolated structure (ωB97M-V/def2-TZVPD).

Results
* relative energy (zero: lowest compared OMol25 entry of this formula, charge and spin): 67.54 kcal per mole
* net charge: 0
* HOMO level: -0.2952 Eh
* molar mass: 60.1 g/mol

```
12
Properties=species:S:1:pos:R:3:forces:R:3:mulliken_charge:R:1
C 0.872457 0.277015 -0.207090 -2.530 -0.979 -3.384 -0.237
C -0.217047 -0.537031 -0.289962 1.438 1.266 -1.394 -0.191
C -1.609082 0.021143 -0.274448 -0.271 -0.056 0.454 -0.997
O 2.057083 -0.159088 -0.688116 1.101 -0.393 0.388 -0.484
H 2.815789 0.424596 -0.540057 -0.579 0.003 0.243 0.335
H 0.707934 1.351760 -0.241350 0.263 0.099 0.948 0.330
H 0.772433 0.172857 2.069719 -0.376 -2.003 -0.041 0.115
H -0.070750 -1.552098 -0.645541 0.112 -0.061 0.344 0.363
H 0.584942 -0.490743 1.615288 0.727 2.089 2.313 -0.077
H -2.348448 -0.796483 -0.216729 0.230 0.456 0.070 0.323
H -1.737306 0.679834 0.603400 -0.176 -0.191 -0.324 0.261
H -1.828005 0.608236 -1.185111 0.062 -0.232 0.383 0.259
```
Positions in Å, forces in eV/Å.


[3]
Entry from OMol25: one molecule with the formula C3H8O (ωB97M-V/def2-TZVPD).

Results
* relative energy (zero: lowest compared OMol25 entry of this formula, charge and spin): 24.44 kcal per mole
* net charge: 0
* HOMO level: -0.3612 Eh
* molar mass: 60.1 g/mol

```
12
Properties=species:S:1:pos:R:3:forces:R:3:mulliken_charge:R:1
C 1.539476 -0.571626 0.696824 -0.088 0.329 0.139 -1.138
C 0.119655 -0.019402 0.488871 0.086 0.447 0.491 -0.094
O -0.214271 -0.226863 -0.851004 0.004 -0.222 0.037 -0.303
C -1.395195 0.473093 -1.077799 -0.338 0.380 0.061 -0.582
H 2.194425 -0.234513 -0.114960 -0.154 0.126 0.219 0.293
H 1.943759 -0.230463 1.650509 0.063 0.028 -0.027 0.347
H 1.601533 -1.675530 0.695798 -0.464 0.503 -0.020 0.278
H -0.127542 1.115871 0.655916 1.486 -1.673 0.395 0.193
H -0.610077 -0.528762 1.147714 0.226 -0.020 -0.093 0.269
H -1.257473 1.462372 -0.514136 -0.756 -0.648 -1.576 0.272
H -1.536075 0.466082 -2.168771 -0.156 0.672 0.451 0.209
H -2.258216 -0.030260 -0.608962 0.092 0.079 -0.077 0.256
```
Positions in Å, forces in eV/Å.


[4]
Entry from OMol25: a 2-piece molecular cluster, C3H8O2 overall (ωB97M-V/def2-TZVPD).

Results
* relative energy (zero: lowest compared OMol25 entry of this formula, charge and spin): 47.07 kcal per mole
* net charge: 0
* HOMO level: -0.3585 Eh
* molar mass: 76.1 g/mol

```
13
Properties=species:S:1:pos:R:3:forces:R:3:mulliken_charge:R:1
C -0.395314 -0.204723 -2.246613 0.629 1.741 -0.185 -0.638
C 0.457497 -0.738981 -1.386444 -0.557 -0.831 -0.692 0.020
O -0.013939 -1.609984 -0.438266 -0.379 -0.004 0.390 -0.506
H -0.071667 0.683096 -2.799938 0.211 -0.625 -0.209 0.221
H -1.448413 -0.376963 -2.332917 -0.342 -0.452 0.472 0.277
H 1.532117 -0.605425 -1.466543 -0.054 0.262 0.375 0.345
H 0.406538 -2.470095 -0.426505 0.454 -0.050 -0.097 0.295
C -0.042726 1.266933 1.874080 0.096 -0.828 1.307 -0.533
O 0.031014 -0.119193 2.278676 0.124 0.779 -0.243 -0.505
H -0.764307 1.401069 1.080874 -0.332 0.178 -0.099 0.260
H -0.355686 1.746891 2.812731 0.117 0.516 -0.658 0.226
H 0.925893 1.637440 1.531511 0.025 0.024 0.122 0.218
H -0.261007 -0.610066 1.519355 0.007 -0.709 -0.484 0.319
```
Positions in Å, forces in eV/Å.


[5]
Entry from OMol25: a 2-piece molecular cluster, C3H8O2 overall (ωB97M-V/def2-TZVPD).

Results
* relative energy (zero: lowest compared OMol25 entry of this formula, charge and spin): 32.88 kcal per mole
* net charge: 0
* HOMO level: -0.3681 Eh
* molar mass: 76.1 g/mol

```
13
Properties=species:S:1:pos:R:3:forces:R:3:mulliken_charge:R:1
C -1.462293 0.777667 -0.392213 -0.378 0.331 -0.103 -0.786
C -1.210670 1.263144 0.997916 0.934 1.317 -0.123 0.120
O -0.134668 1.163321 1.544971 -0.424 -0.666 0.049 -0.500
H -2.397235 1.169850 -0.793944 -0.197 -0.308 0.236 0.325
H -1.434014 -0.309082 -0.431863 0.163 0.003 -0.275 0.250
H -0.695383 1.263213 -0.999349 0.262 -0.496 -0.059 0.236
H -1.943464 1.963808 1.426743 -0.382 -0.297 0.264 0.354
C 1.673955 -1.293342 -0.548331 0.380 -0.088 -0.170 -0.472
O 1.396197 -1.488763 0.822798 -0.438 -0.090 -0.027 -0.499
H 2.740625 -1.081113 -0.643288 0.039 -0.076 -0.289 0.261
H 1.422265 -2.197860 -1.105369 0.167 -0.127 0.103 0.242
H 1.135914 -0.490015 -1.056889 -0.162 0.194 0.429 0.132
H 0.908771 -0.740828 1.178819 0.034 0.302 -0.036 0.335
```
Positions in Å, forces in eV/Å.


[6]
Entry from OMol25: a 3-piece molecular cluster, C3H8O2 overall (ωB97M-V/def2-TZVPD).

Results
* multiplicity: 2
* relative energy (zero: lowest compared OMol25 entry of this formula, charge and spin): 130.11 kcal per mole
* net charge: +1
* HOMO level (alpha / beta): -0.5101 / -0.5100 Eh
* molar mass: 76.1 g/mol

```
13
Properties=species:S:1:pos:R:3:forces:R:3:mulliken_charge:R:1
C -1.974888 0.055499 -0.359093 -1.060 -1.555 0.496 -0.481
C -0.818345 -0.021620 0.375734 4.517 2.953 -0.891 0.669
O 0.367424 0.682457 -0.084400 -3.387 -2.395 2.098 -0.416
C -0.593397 -0.597129 1.627182 -2.704 0.427 0.453 -0.648
H -2.840960 -0.413265 0.143941 0.209 0.472 -0.693 0.279
H -2.033185 0.364737 -1.399892 0.040 0.114 0.258 0.338
H 0.040161 0.945558 -0.918624 0.581 1.174 -2.236 0.280
H -1.792509 0.988542 1.982289 1.273 -0.511 0.303 0.297
H -1.558704 -0.811115 2.076146 0.457 -1.287 0.449 0.387
H 0.372501 -0.910579 2.044784 -0.392 0.763 -0.021 0.267
H 3.476418 -0.391172 -1.264856 -2.522 0.454 0.265 0.325
H 1.840319 -0.071117 -0.445678 4.034 -0.826 -4.465 0.381
O 2.484543 -0.222718 -1.425731 -1.047 0.217 3.984 -0.676
```
Positions in Å, forces in eV/Å.


[7]
Entry from OMol25: a 2-piece molecular cluster, C3H8O2 overall (ωB97M-V/def2-TZVPD).

Results
* multiplicity: 2
* relative energy (zero: lowest compared OMol25 entry of this formula, charge and spin): 64.20 kcal per mole
* net charge: +1
* HOMO level (alpha / beta): -0.5172 / -0.5172 Eh
* molar mass: 76.1 g/mol

```
13
Properties=species:S:1:pos:R:3:forces:R:3:mulliken_charge:R:1
C 0.219081 -0.460723 -0.708302 1.896 -0.732 2.819 -0.302
O 1.246967 -1.443836 -0.170905 -1.495 4.388 -0.175 -0.402
C -1.207370 -0.689053 -0.263721 2.266 4.745 0.735 0.277
C -2.013445 -1.742588 -0.398206 -2.185 -5.016 0.756 -0.426
H 0.606695 0.529916 -0.244951 -0.737 -1.576 -1.288 0.313
H 0.241824 -0.501303 -1.807849 -0.036 0.301 -0.126 0.323
H 1.046994 -2.306848 -0.401074 -0.628 -2.912 -0.931 0.303
H -1.632879 0.223362 0.228955 0.143 -0.743 -0.669 0.315
H -3.011033 -1.875446 0.133817 1.297 0.666 -0.878 0.311
H -1.621146 -2.706465 -0.803548 -0.460 0.930 -0.212 0.281
H 1.327761 3.826675 1.868531 0.906 0.364 -0.319 0.326
H 2.769425 3.820087 1.143115 0.738 1.322 -0.089 0.322
O 2.027131 3.326222 1.424140 -1.704 -1.736 0.375 -0.641
```
Positions in Å, forces in eV/Å.


[8]
Entry from OMol25: a 2-piece molecular cluster, C3H8O2S overall (ωB97M-V/def2-TZVPD).

Results
* relative energy (zero: lowest compared OMol25 entry of this formula, charge and spin): 13.08 kcal per mole
* net charge: -2
* HOMO level: 0.0076 Eh
* molar mass: 108.2 g/mol

```
14
Properties=species:S:1:pos:R:3:forces:R:3:mulliken_charge:R:1
C 0.438213 0.872372 -0.254154 2.949 -1.830 -0.374 -0.616
O 1.797316 0.948984 -0.745318 -0.471 -0.123 0.977 -0.611
C -0.062489 -0.592104 -0.276203 -0.685 1.495 -1.017 -0.370
C -1.622312 -0.585270 -0.145449 1.000 -2.690 -0.139 -0.779
S -2.284493 -2.068651 0.838248 0.096 0.921 -0.187 -0.815
H -0.154107 1.456682 -0.875296 -1.484 1.293 -1.264 0.310
H 0.386678 1.256782 0.744680 -0.186 0.303 0.856 0.324
H 0.335567 -1.075145 -1.201619 -0.567 0.315 0.494 0.271
H 0.409920 -1.077380 0.538137 0.196 -0.741 0.912 0.235
H -1.950794 0.371625 0.157967 -0.408 1.016 1.056 0.329
H -2.094165 -0.722280 -1.103659 0.078 0.027 -0.715 0.208
H 2.427937 1.696132 -0.250604 -0.716 0.012 -0.986 0.446
H 4.046421 2.547793 -0.643397 -1.018 0.451 0.728 0.151
O 3.280680 2.860294 -0.095099 1.215 -0.447 -0.342 -1.083
```
Positions in Å, forces in eV/Å.


[9]
Entry from OMol25: a 2-piece molecular cluster, C3H8O2S overall (ωB97M-V/def2-TZVPD).

Results
* relative energy (zero: lowest compared OMol25 entry of this formula, charge and spin): 23.17 kcal per mole
* net charge: 0
* HOMO level: -0.3147 Eh
* molar mass: 108.2 g/mol

```
14
Properties=species:S:1:pos:R:3:forces:R:3:mulliken_charge:R:1
O -0.380550 5.450839 0.014408 -0.258 -0.135 0.268 -0.395
C 0.554173 5.168681 0.687918 0.639 0.236 -0.332 0.230
O 1.378635 6.117151 1.218334 -0.553 0.604 -0.006 -0.448
H 0.860298 4.152995 0.959337 -0.104 -0.238 -0.046 0.279
H 2.302257 6.018856 0.984745 0.274 -0.470 0.114 0.334
C -0.105029 -3.088575 -1.760440 0.045 -0.397 -0.007 -0.759
S -0.040764 -1.926161 -0.387519 0.433 -0.072 -0.075 -0.047
C -0.884610 -2.843600 0.894706 -0.968 0.376 -0.006 -0.857
H 0.668529 -3.852071 -1.800545 0.285 0.035 0.491 0.278
H 0.016479 -2.531642 -2.686056 -0.426 0.116 -0.026 0.287
H -1.051634 -3.624691 -1.691343 -0.141 0.224 -0.418 0.221
H -0.391753 -3.654350 1.374556 1.066 -0.591 0.152 0.321
H -1.110075 -2.111263 1.669883 -0.159 -0.023 -0.036 0.279
H -1.815950 -3.276173 0.522016 -0.133 0.335 -0.074 0.275
```
Positions in Å, forces in eV/Å.


[10]
Entry from OMol25: one molecule with the formula C3H8O2S (ωB97M-V/def2-TZVPD).

Results
* relative energy (zero: lowest compared OMol25 entry of this formula, charge and spin): 97.04 kcal per mole
* net charge: 0
* HOMO level: -0.2900 Eh
* molar mass: 108.2 g/mol

```
14
Properties=species:S:1:pos:R:3:forces:R:3:mulliken_charge:R:1
C -0.088149 -0.431575 -1.504743 -0.012 -0.163 0.896 -1.020
S -0.728756 -0.157033 0.182074 0.808 -0.042 -1.479 1.140
C 0.712604 0.783548 0.918531 -0.889 -0.627 0.109 -1.099
O -1.791594 0.819229 0.075601 -0.536 0.724 0.249 -0.713
C -1.438776 -1.690030 0.626800 -1.295 1.323 1.633 -0.526
O -2.443205 -1.347128 1.690736 1.816 -0.836 -1.215 -0.486
H 0.614297 0.354001 -1.759155 0.092 0.116 0.078 0.362
H 0.378591 -1.407992 -1.554111 0.108 -0.180 -0.012 0.366
H -0.947171 -0.393792 -2.166649 -0.158 -0.054 0.164 0.326
H 0.820481 1.716838 0.383158 -0.012 0.122 -0.205 0.359
H 0.434313 0.978208 1.951751 0.037 -0.038 0.035 0.347
H 1.599227 0.164052 0.861476 0.153 -0.086 -0.002 0.360
H -0.688797 -2.316916 1.098408 0.107 -0.353 -0.052 0.252
H -3.086004 -0.794380 1.243805 -0.218 0.094 -0.197 0.332
```
Positions in Å, forces in eV/Å.


[11]
Entry from OMol25: a 2-piece molecular cluster, C3H8O2S overall (ωB97M-V/def2-TZVPD).

Results
* multiplicity: 3
* relative energy (zero: lowest compared OMol25 entry of this formula, charge and spin): 37.41 kcal per mole
* net charge: 0
* HOMO level (alpha / beta): -0.1488 / -0.3486 Eh
* molar mass: 108.2 g/mol

```
14
Properties=species:S:1:pos:R:3:forces:R:3:mulliken_charge:R:1
C 1.819566 -0.314861 -1.159600 -2.043 0.674 -1.289 -0.658
C 0.093911 -0.697055 0.946589 5.265 -2.507 2.528 -0.646
C -1.490221 0.257000 0.013087 -4.555 2.855 -0.485 -0.308
O -2.362888 0.412226 1.044997 -0.073 0.786 0.811 -0.446
O -0.821481 1.294002 -0.436242 1.295 1.534 0.801 -0.474
S 1.556186 0.234575 0.487652 0.211 -0.255 2.240 -0.155
H 2.522387 0.248332 -1.755037 0.585 0.429 0.499 0.359
H 0.816652 -0.041797 -1.681933 1.526 -1.515 0.522 0.208
H 2.191662 -1.323797 -1.038461 -0.574 -0.454 -0.819 0.262
H 0.190991 -1.777256 0.649179 -0.536 1.107 0.059 0.325
H -0.224139 -0.560569 2.009643 0.214 0.177 -1.163 0.292
H -1.761507 -0.511578 -0.584101 -0.500 -2.354 -1.968 0.601
H -2.487099 1.358077 1.289580 0.235 -0.753 -0.402 0.330
H -0.044020 1.422700 0.214646 -1.049 0.274 -1.333 0.311
```
Positions in Å, forces in eV/Å.


[12]
Entry from OMol25: a 2-piece molecular cluster, C3H8O2S2 overall (ωB97M-V/def2-TZVPD).

Results
* relative energy (zero: lowest compared OMol25 entry of this formula, charge and spin): 84.91 kcal per mole
* net charge: 0
* HOMO level: -0.2628 Eh
* molar mass: 140.2 g/mol

```
15
Properties=species:S:1:pos:R:3:forces:R:3:mulliken_charge:R:1
C -0.730419 -0.363738 -1.434528 -0.689 0.926 0.416 -0.999
C -0.381387 0.727135 -0.397812 0.491 1.136 -1.800 -0.076
C 0.958992 0.456954 0.238799 -0.456 -1.532 -0.994 0.532
O -1.309541 0.984066 0.574214 -0.615 1.472 -0.157 -0.555
O 1.854944 -0.185027 -0.520530 -2.331 1.045 -0.205 -0.405
S 1.382722 0.983138 1.747061 -0.746 1.196 1.692 -0.140
S -0.603970 -1.892834 1.614744 0.409 0.299 -0.180 -0.559
H 0.154446 -0.843843 -1.837649 -0.272 -0.114 -0.084 0.303
H -1.421371 -1.037780 -0.966444 0.261 -0.878 0.462 0.290
H -1.359721 0.086611 -2.187377 0.266 0.326 -0.664 0.377
H -0.381349 1.728643 -0.973634 0.987 -1.266 0.705 0.342
H -1.681538 0.142328 0.765601 -0.596 -1.698 1.067 0.275
H 2.725286 -0.088171 -0.199336 1.856 -0.028 0.850 0.339
H 0.100760 1.465818 2.212255 1.598 -0.861 -1.137 0.263
H 0.692146 -2.163300 1.364638 -0.163 -0.023 0.028 0.014
```
Positions in Å, forces in eV/Å.


Which formula does entry 11 have?
C3H8O2S